1.
The following is a DFT calculation (ωB97M-V/def2-TZVPD) of a structure of composition C37H43FKN7O5S.

Calculated values
ΔE to the lowest compared entry with this formula, charge and spin in kJ/mol: 90.0
Gap between HOMO and LUMO in eV: 3.5
Total charge: 0
Lowest unoccupied orbital energy in eV: -2.0
HOMO energy in eV: -5.501

Each line ends with the Mulliken charge.
Atoms and positions in Å:
K1 0.220874 0.117332 -0.048725  1.162
F1 -1.414218 -1.169553 7.259015  -0.382
C1 -0.190068 -0.987866 6.679535  0.369
C2 -0.070882 -0.929553 5.323489  -0.882
C3 1.185557 -0.713998 4.755333  0.424
C4 1.266712 -0.608698 3.270893  1.290
O1 0.239030 -0.732812 2.614377  -0.807
C5 2.588348 -0.308092 2.769966  0.258
C6 3.608582 -0.165455 3.639086  -0.543
N1 3.536339 -0.344154 5.003954  0.186
C7 4.708467 -0.136550 5.809354  -0.199
C8 5.275275 -1.300264 6.573533  -0.473
C9 5.991230 -0.764849 5.368215  -0.926
C10 2.310103 -0.569539 5.582234  0.354
C11 2.154895 -0.627940 6.977270  -1.055
C12 0.909269 -0.836445 7.525111  -0.963
N2 0.751730 -0.841295 8.954692  0.323
C13 0.261955 -2.094092 9.502945  -0.422
C14 0.439312 -2.078119 11.007649  -0.849
N3 -0.326174 -0.903170 11.558148  -0.153
C15 0.119612 0.396466 10.941294  -0.850
C16 -0.025333 0.290101 9.436798  -0.451
C17 2.920506 -0.073057 1.277517  -0.092
O2 3.397438 1.040213 1.032229  -0.729
O3 2.656587 -1.030644 0.521156  -0.674
H1 -0.918812 -1.025089 4.656812  0.776
H2 4.583308 0.125580 3.271417  0.649
H3 4.770459 0.844052 6.270389  0.355
H4 4.762266 -2.245470 6.457058  0.243
H5 5.691935 -1.112016 7.553638  0.312
H6 5.970184 -1.362759 4.468492  0.339
H7 6.894137 -0.191083 5.516787  0.253
H8 2.997749 -0.504316 7.641417  0.494
H9 0.838028 -2.918826 9.086442  0.424
H10 -0.797238 -2.280833 9.265449  0.379
H11 1.482179 -1.929021 11.280655  0.358
H12 0.051657 -2.979010 11.479098  0.419
H13 -0.230951 -0.862706 12.572252  0.350
H14 -1.319125 -1.037572 11.352394  0.401
H15 1.160731 0.538399 11.224771  0.363
H16 -0.494538 1.191777 11.358856  0.413
H17 0.355741 1.203567 8.983285  0.448
H18 -1.092651 0.211078 9.173126  0.366
C18 1.200036 0.756807 -6.323531  -0.933
C19 -0.134578 1.454044 -6.081758  -0.920
N4 -0.083844 2.469303 -5.044390  0.111
C20 0.196134 3.839923 -5.460590  -0.665
C21 1.652453 4.259005 -5.283245  -1.090
C22 -0.232645 2.171592 -3.708425  0.280
S1 -0.536092 0.542261 -3.284297  -0.564
N5 -0.101024 3.253723 -2.940030  -0.056
C23 -0.181593 3.343282 -1.604336  -0.195
O4 -0.409102 2.488354 -0.744952  -0.809
C24 0.043312 4.766800 -1.111582  0.437
C25 0.066183 5.002717 0.259551  -0.490
C26 0.270688 6.281821 0.755067  -0.618
C27 0.453141 7.346458 -0.118255  -0.313
C28 0.432745 7.119776 -1.487812  -0.739
C29 0.231439 5.837443 -1.979712  0.125
H19 1.087151 -0.023799 -7.080260  0.378
H20 1.543100 0.294068 -5.398620  0.231
H21 1.959050 1.460688 -6.669904  0.265
H22 -0.882200 0.714948 -5.801522  0.446
H23 -0.470229 1.943573 -6.999545  0.370
H24 -0.445720 4.511274 -4.892439  0.418
H25 -0.086395 3.919363 -6.512492  0.414
H26 1.934310 4.162437 -4.235483  0.231
H27 1.787663 5.299803 -5.588943  0.327
H28 2.318489 3.637458 -5.883636  0.368
H29 -0.077155 4.158854 0.920942  0.445
H30 0.291522 6.451062 1.825316  0.362
H31 0.613296 8.346694 0.266546  0.362
H32 0.577005 7.945687 -2.174322  0.389
H33 0.219837 5.643417 -3.042962  0.209
C30 -4.131208 -1.260299 1.826345  -1.303
C31 -3.344495 -1.127946 0.539987  0.743
O5 -2.646270 -0.164536 0.303421  -0.584
N6 -3.475620 -2.181281 -0.321134  -0.101
C32 -2.613180 -2.337426 -1.488722  -0.635
C33 -1.464544 -3.270631 -1.175080  0.584
C34 -1.471901 -4.603717 -1.568404  -0.703
C35 -0.410672 -5.414250 -1.195624  -0.275
C36 0.623389 -4.868934 -0.454159  -0.854
C37 0.556721 -3.523025 -0.114303  -0.185
N7 -0.470014 -2.750019 -0.458769  0.243
H34 -4.327983 -0.266226 2.218297  0.322
H35 -3.519528 -1.805392 2.548148  0.243
H36 -5.069871 -1.796875 1.684809  0.388
H37 -3.982963 -2.989437 -0.003760  0.225
H38 -2.233362 -1.348822 -1.747398  -0.075
H39 -3.201454 -2.714742 -2.325010  0.416
H40 -2.287137 -4.989354 -2.168155  0.367
H41 -0.386181 -6.455244 -1.494028  0.391
H42 1.478732 -5.461522 -0.159109  0.416
H43 1.361066 -3.026179 0.421462  0.340

Atoms 1-6, force components in eV/Å:
K -0.2104 -0.0247 -0.3267
F 0.0012 -0.0329 -0.0234
C -0.0825 0.0033 -0.0069
C 0.0318 0.0052 -0.0543
C -0.0027 0.0055 0.0466
C -0.0031 -0.0747 0.1796

***

2.
The following is a DFT calculation (ωB97M-V/def2-TZVPD) of the molecule C4H10NOP.

Calculated values
ΔE to the lowest compared entry with this formula, charge and spin in kJ/mol: 174.7
Gap between HOMO and LUMO (alpha / beta) in eV: 7.9 / 7.9
Total charge: 0
Lowest unoccupied orbital energy (alpha / beta) in eV: 0.2 / 0.2
HOMO energy (alpha / beta) in eV: -7.649 / -7.649

Each line ends with the natural charge from an NBO analysis.
Atoms and positions in Å:
C1 0.721508 1.010338 1.013620  0.236
C2 1.933142 -0.028609 -0.886259  -0.590
C3 -2.317213 -1.398085 0.308301  -1.050
C4 1.349713 1.251282 -0.304171  -0.515
N1 -0.370399 0.418893 1.196885  -0.679
O1 -1.432638 0.260205 -1.446921  -1.134
P1 -1.876891 0.367972 -0.061022  1.311
H1 1.417264 1.352515 1.808314  0.180
H2 2.663179 -0.493478 -0.262002  0.194
H3 2.215114 -0.078929 -1.913066  0.231
H4 1.062714 -0.679345 -0.881224  0.226
H5 -3.227639 -1.684994 -0.330110  0.249
H6 -1.611816 -2.183768 -0.279399  0.229
H7 -2.427548 -1.767446 1.280257  0.210
H8 0.574273 1.362098 -1.016559  0.273
H9 1.959995 2.105489 -0.397546  0.221
H10 -0.632758 0.185864 2.170904  0.409

Atoms 1-6, force components in eV/Å:
C 2.9499 0.9879 0.3773
C -1.0320 -1.1744 1.0353
C 0.6686 -2.4275 -3.8141
C -1.0165 -0.8430 -1.4442
N -0.6886 -0.9637 0.6997
O 1.3627 0.3509 -2.2989

***

3.
The following is a DFT calculation (ωB97M-V/def2-TZVPD) of a cluster of 4 separate species, C28H55Br2F3N4O4 in total.

Calculated values
Gap between HOMO and LUMO in eV: 9.0
Total charge: 0
SMILES: N[C@@H](CC[C@](F)(Br)C(F)(F)Br)COCCCCc1ccccc1.COC[C@@H](C)N.COC[C@@H](C)N.COC[C@@H](C)N
Lowest unoccupied orbital energy in eV: 0.3
HOMO energy in eV: -8.756

Each line ends with the Mulliken charge.
Atoms and positions in Å:
N1 3.531860 -2.686719 1.742676  -0.785
C1 2.845752 -1.882468 0.708681  1.309
C2 3.573779 -0.498884 0.538398  -1.068
C3 2.581304 0.740185 0.462468  -0.835
C4 1.694115 0.772214 -0.837105  0.318
F1 0.804119 -0.310452 -0.923171  -0.244
Br1 2.815226 0.865315 -2.449023  0.019
C5 0.761630 2.078991 -0.817850  0.672
F2 1.545726 3.195569 -0.911517  -0.198
F3 -0.050124 2.003311 -1.947191  -0.204
Br2 -0.488627 2.119919 0.705633  -0.145
C6 2.874664 -2.733130 -0.642171  -0.691
O1 2.026819 -3.879612 -0.450128  -0.393
C7 0.880821 -3.829091 -1.302862  0.092
C8 -0.312020 -4.697661 -0.797227  -0.872
C9 -0.850652 -4.337478 0.638943  -0.689
C10 -0.998384 -2.794426 0.945146  0.470
C11 -2.476607 -2.287520 0.753006  0.160
C12 -2.897983 -1.960545 -0.599273  -0.136
C13 -4.257264 -1.512430 -0.863962  -0.844
C14 -5.176939 -1.410785 0.257161  -0.121
C15 -4.759792 -1.727966 1.623589  -0.054
C16 -3.389136 -2.163944 1.899087  -0.678
H1 4.514824 -2.783952 1.479653  0.296
H2 3.127323 -3.622728 1.813688  0.309
H3 1.754842 -1.723457 0.934447  -0.410
H4 4.201312 -0.346420 1.464165  0.329
H5 4.304895 -0.484370 -0.321177  0.212
H6 1.989744 0.759149 1.410049  0.372
H7 3.237101 1.656144 0.427700  0.373
H8 3.930750 -3.053368 -0.855357  0.396
H9 2.555683 -2.089377 -1.505211  0.274
H10 1.162353 -4.189060 -2.339503  0.293
H11 0.538580 -2.761239 -1.439498  -0.033
H12 -1.173810 -4.744930 -1.519540  0.358
H13 0.071307 -5.760302 -0.739997  0.331
H14 -1.884110 -4.786322 0.712603  0.373
H15 -0.269717 -4.825169 1.469822  0.399
H16 -0.280974 -2.130901 0.409164  -0.644
H17 -0.789826 -2.667335 2.048244  0.408
H18 -2.172060 -2.056328 -1.444572  0.251
H19 -4.543847 -1.250651 -1.904195  0.333
H20 -6.215982 -1.079313 0.041397  0.094
H21 -5.510911 -1.645368 2.438368  0.330
H22 -3.056950 -2.393918 2.934107  0.320
C17 4.557551 5.433577 4.165760  -0.613
O2 5.785709 4.727099 4.204944  -0.383
C18 5.766690 3.552992 5.002870  -0.721
C19 5.206004 2.309420 4.289385  0.285
C20 3.689547 2.292937 4.175968  -1.276
N2 5.777738 2.157466 2.945193  -0.576
H23 4.021870 5.381212 5.117426  0.293
H24 3.928836 5.059040 3.354594  0.210
H25 4.780359 6.479486 3.950626  0.258
H26 6.814113 3.353154 5.250826  0.360
H27 5.253269 3.737723 5.954655  0.399
H28 5.489615 1.436958 4.887096  0.353
H29 3.320911 2.982319 3.414029  0.231
H30 3.338760 1.296349 3.897132  0.265
H31 3.219979 2.551825 5.128300  0.391
H32 6.788074 2.074252 3.031684  0.262
H33 5.649099 3.044295 2.460083  0.282
C21 -8.572193 -0.831331 1.548862  -0.730
O3 -8.242282 -0.969420 2.920325  -0.413
C22 -7.752724 0.215984 3.532073  -0.607
C23 -8.850044 1.183824 4.011468  0.262
C24 -9.486418 1.988249 2.882433  -1.385
N3 -9.906524 0.483173 4.750348  -0.733
H34 -7.902933 -0.138652 1.032337  0.314
H35 -9.610619 -0.510861 1.438506  0.294
H36 -8.482206 -1.813587 1.082191  0.310
H37 -7.194904 -0.120452 4.412335  0.344
H38 -7.027637 0.719067 2.879933  0.410
H39 -8.377287 1.900582 4.690926  0.409
H40 -10.172008 1.391478 2.278998  0.268
H41 -10.063681 2.820789 3.289813  0.355
H42 -8.723591 2.406526 2.220740  0.342
H43 -9.490436 0.019193 5.554542  0.276
H44 -10.224089 -0.288302 4.165610  0.324
C25 2.927226 2.049506 -8.926082  -0.656
O4 2.214093 1.451362 -7.857455  -0.387
C26 2.578539 0.107009 -7.582724  -0.677
C27 3.820823 -0.044067 -6.685961  0.286
C28 5.135051 0.197958 -7.421771  -1.465
N4 3.757847 0.843907 -5.519460  -0.574
H45 3.159664 1.332692 -9.718299  0.301
H46 3.842341 2.518545 -8.557451  0.229
H47 2.301296 2.838443 -9.345313  0.257
H48 1.725030 -0.321727 -7.047612  0.328
H49 2.680426 -0.466185 -8.512626  0.449
H50 3.838976 -1.078213 -6.326299  0.404
H51 5.314367 1.255663 -7.620097  0.286
H52 5.975383 -0.160285 -6.823399  0.356
H53 5.155149 -0.337011 -8.374636  0.356
H54 2.922167 0.618266 -4.984660  0.143
H55 3.574261 1.784596 -5.865832  0.257

Atoms 1-6, force components in eV/Å:
N -0.3839 0.4628 0.1743
C 0.4731 -0.6390 -1.4849
C -0.0745 0.1954 0.5547
C 1.2244 -0.6648 -0.6071
C -0.6751 0.7644 1.5407
F 1.1019 1.0483 0.0358

***

4.
The following is a DFT calculation (ωB97M-V/def2-TZVPD) of the molecule C17H18N5O6P.

Calculated values
ΔE to the lowest compared entry with this formula, charge and spin in kJ/mol: 0.0
Gap between HOMO and LUMO in eV: 7.7
Total charge: 0
SMILES: CCNC(=O)Nc1ccc2ncc(-c3ccc(OP(=O)(O)O)c(OC)c3)nc2n1
Lowest unoccupied orbital energy in eV: -1.2
HOMO energy in eV: -8.850

Each line ends with the natural charge from an NBO analysis.
Atoms and positions in Å:
C1 5.471017 -3.227990 -3.219301  -0.609
C2 4.754519 -4.529010 -2.998394  -0.216
N1 3.495293 -4.232161 -2.332153  -0.636
C3 3.272347 -4.377376 -0.987537  0.781
O1 4.063245 -4.924019 -0.257101  -0.644
N2 2.151037 -3.910149 -0.354322  -0.607
C4 1.122208 -3.220897 -0.943423  0.380
C5 0.571059 -3.519074 -2.183135  -0.307
C6 -0.505682 -2.799412 -2.661136  -0.104
C7 -0.902383 -1.717139 -1.911491  0.035
N3 -1.856528 -0.951956 -2.430346  -0.340
C8 -2.183277 0.136123 -1.697123  0.004
C9 -1.544190 0.450096 -0.467426  0.168
C10 -1.790864 1.728188 0.252651  -0.069
C11 -2.686450 2.706173 -0.254413  -0.186
C12 -2.930001 3.876141 0.443869  -0.224
C13 -2.376763 4.048101 1.732469  0.180
O2 -2.701259 5.195446 2.446179  -0.729
P1 -4.009459 4.932555 3.389106  2.486
O3 -4.253960 6.087626 4.290382  -1.113
O4 -5.308346 4.677558 2.490745  -0.966
O5 -3.820940 3.695052 4.358065  -0.955
C14 -1.485639 3.089093 2.268775  0.333
O6 -0.961404 3.250457 3.535000  -0.542
C15 0.435431 2.883449 3.673302  -0.260
C16 -1.202387 1.934740 1.516064  -0.242
N4 -0.603434 -0.390534 0.045864  -0.385
C17 -0.305455 -1.496705 -0.633402  0.335
N5 0.656170 -2.261186 -0.132377  -0.438
H1 4.898547 -2.600600 -3.897841  0.195
H2 6.440115 -3.409250 -3.668681  0.215
H3 5.606918 -2.695792 -2.262423  0.214
H4 4.598946 -4.969126 -3.974680  0.192
H5 5.396921 -5.181938 -2.408566  0.235
H6 2.973365 -3.422153 -2.718955  0.385
H7 2.308466 -3.738273 0.614813  0.436
H8 0.926953 -4.325906 -2.808322  0.240
H9 -0.951191 -2.994793 -3.653904  0.241
H10 -2.888360 0.847600 -2.137665  0.198
H11 -3.174609 2.569398 -1.185523  0.212
H12 -3.661353 4.612955 0.096607  0.241
H13 -5.994735 4.786320 3.176769  0.519
H14 -2.920354 3.857185 4.640050  0.511
H15 0.572777 1.807569 3.829888  0.184
H16 0.811482 3.355046 4.594314  0.206
H17 1.054336 3.196868 2.808259  0.194
H18 -0.562130 1.171699 1.976471  0.253

Atoms 1-6, force components in eV/Å:
C 0.4575 0.5533 0.3330
C 0.3315 0.5104 0.4411
N -2.0551 1.0156 -0.1812
C 1.5888 -1.0110 0.2365
O 1.2856 -0.7358 0.3511
N -0.6872 0.0404 -1.8624

***

The records above give, respectively, largest force on an atom values of 0.4, 4.6, 3.0, 4.7 eV/A.